P.
This record from the Open Molecules 2025 dataset describes a structure of composition C3H5N4O. The level of theory is wB97M-V/def2-TZVPD.

Element x y z (Å)
C (-1.1374, -0.3463, -2.2334)
C (2.3185, 0.4993, 0.5214)
C (0.1411, -0.8780, -0.6442)
N (-1.6966, -1.3331, -1.4924)
N (-0.9506, -1.6727, -0.5299)
N (0.1448, -0.1185, -1.7392)
N (1.6555, -0.8999, 0.5279)
O (1.8733, 1.5341, 0.2293)
H (-1.5435, 0.2047, -3.1281)
H (3.4303, 0.3674, 0.9183)
H (0.8325, 0.5847, -2.0712)
H (1.0095, -0.8695, 1.4514)
H (2.2396, -1.7268, 0.5187)

Values from the calculation:
* highest occupied orbital energy: -14.32 eV
* HOMO-LUMO gap: 8.910 eV
* total charge: +1
* multiplicity: 1
* LUMO level: -5.4 eV

---

Q.
This record from the Open Molecules 2025 dataset describes the ion C3H5N4O with charge +1. The level of theory is wB97M-V/def2-TZVPD.

Element x y z (Å)
C (0.9343, 1.0790, 0.0105)
C (1.2104, -0.2530, -0.1970)
C (-0.2149, -1.1285, -0.1789)
N (-1.0780, -0.0781, 0.2732)
N (0.6815, 2.2103, 0.1149)
N (-2.0254, 0.5323, -0.0563)
N (-2.9081, 1.2157, -0.1336)
O (-0.1177, -2.2703, 0.4463)
H (2.0548, -0.6014, 0.4183)
H (1.6314, -0.4114, -1.2300)
H (-0.4755, -1.1355, -1.1790)
H (0.6055, 3.2005, 0.2369)
H (-0.2984, -2.3597, 1.4747)

Values from the calculation:
* highest occupied orbital energy: -14.27 eV
* HOMO-LUMO gap: 9.920 eV
* total charge: +1
* multiplicity: 1
* LUMO level: -4.3 eV

---

Which structure wins on stability? P wins.

---

P.
This record from the Open Molecules 2025 dataset describes an isolated molecule of C3H7PS2. The level of theory is wB97M-V/def2-TZVPD.

Element x y z (Å)
C (0.8851, -1.8905, -1.2363)
C (0.3433, -0.5520, -1.1484)
C (-1.4613, 1.7827, 1.7889)
P (0.7921, 0.6971, 0.0720)
S (1.7365, -0.8895, -2.5848)
S (-0.5203, 0.1960, 1.5797)
H (1.6499, -2.3781, -0.6137)
H (0.2657, -2.5282, -1.8695)
H (-0.4532, -0.5375, -1.8783)
H (-2.5518, 1.7465, 1.8905)
H (-1.2374, 2.3330, 0.8143)
H (-1.0913, 2.3108, 2.6236)
H (1.6428, -0.2901, 0.5619)

Values from the calculation:
* highest occupied orbital energy: -8.76 eV
* structure (SMILES): CSP[C@@H]1CS1
* HOMO-LUMO gap: 9.264 eV
* multiplicity: 1
* LUMO level: 0.5 eV

---

Q.
This record from the Open Molecules 2025 dataset describes a cluster of 2 separate species, C3H7PS2 in total. The level of theory is wB97M-V/def2-TZVPD.

Element x y z (Å)
C (1.9438, 0.4777, -1.5629)
C (-0.6261, 0.9839, 1.3046)
C (-1.4827, -1.5416, 0.6008)
P (-1.0071, 0.0474, -0.1959)
S (3.0340, 0.5868, -0.4509)
S (1.7412, 0.6458, -3.2157)
H (0.4621, 0.7820, 1.4478)
H (-1.4069, 0.8617, 2.1284)
H (-0.6692, 2.0454, 1.0708)
H (-1.0269, -1.7943, 1.5807)
H (-1.5579, -2.3867, -0.0593)
H (-2.4419, -1.0855, 1.0358)
H (3.0375, 0.3773, -3.6841)

Values from the calculation:
* highest occupied orbital energy (alpha / beta): -7.25 / -7.68 eV
* HOMO-LUMO gap (alpha / beta): 6.528 / 7.500 eV
* multiplicity: 1
* LUMO level (alpha / beta): -0.7 / -0.2 eV

---

R.
This record from the Open Molecules 2025 dataset describes an isolated molecule of C3H7PS2. The level of theory is wB97M-V/def2-TZVPD.

Element x y z (Å)
C (1.3205, -0.3775, -0.1005)
C (-1.0811, -0.7487, 0.3988)
C (-0.1113, -0.1569, -0.6015)
P (3.6837, 0.9958, 0.6445)
S (1.8340, 0.3130, 1.4840)
S (2.6487, 0.5915, -1.2326)
H (1.4489, -1.4571, -0.3724)
H (-2.0589, -0.4726, 0.1933)
H (-0.6603, -0.2721, 1.2952)
H (-0.8594, -1.8122, 0.5099)
H (-0.2735, 0.8850, -0.7773)
H (-0.3485, -0.6167, -1.4939)
H (3.5064, 2.3592, 0.8880)

Values from the calculation:
* highest occupied orbital energy: -8.51 eV
* structure (SMILES): CCC1SPS1
* HOMO-LUMO gap: 8.552 eV
* multiplicity: 1
* LUMO level: 0.0 eV

---

Which structure wins on stability? R wins.

---

P.
This record from the Open Molecules 2025 dataset describes an isolated molecule of C2H2S4. The level of theory is wB97M-V/def2-TZVPD.

Element x y z (Å)
C (0.7188, 0.2443, 0.0102)
C (-0.7355, -0.2972, -0.0002)
H (2.9411, -0.0681, -0.1694)
H (-2.8444, 0.0839, -0.0596)
S (1.9649, -1.0014, -0.0509)
S (0.9289, 1.8895, 0.1733)
S (-1.8968, 1.0054, -0.0698)
S (-1.0768, -1.8563, 0.1663)

Values from the calculation:
* highest occupied orbital energy: -8.91 eV
* structure (SMILES): S=C(S)C(=S)S
* HOMO-LUMO gap: 7.046 eV
* multiplicity: 1
* LUMO level: -1.9 eV

---

Q.
This record from the Open Molecules 2025 dataset describes an isolated molecule of C2H2S4. The level of theory is wB97M-V/def2-TZVPD.

Element x y z (Å)
C (0.3140, 0.0706, 0.6988)
C (-0.2810, -0.0819, -0.6988)
H (2.3345, -0.0581, -0.3789)
H (-2.0960, -0.1021, -2.0307)
S (2.0347, 0.1142, 0.8974)
S (-0.6437, 0.2225, 2.0020)
S (-2.0194, 0.0897, -0.7178)
S (0.6011, -0.4120, -2.0310)

Values from the calculation:
* highest occupied orbital energy: -8.95 eV
* structure (SMILES): S=C(S)C(=S)S
* HOMO-LUMO gap: 6.997 eV
* multiplicity: 1
* LUMO level: -2.0 eV

---

Which structure wins on stability? Q wins.

---

P.
This record from the Open Molecules 2025 dataset describes an isolated molecule of C5H6IN. The level of theory is wB97M-V/def2-TZVPD.

Element x y z (Å)
C (0.8140, 0.7760, 0.4842)
C (-0.9394, 1.2803, -0.7401)
C (0.2463, -0.3986, 0.3277)
C (-0.9049, -0.0464, -0.6202)
C (0.7529, -1.7902, 0.4929)
N (0.0684, 1.8281, 0.0139)
I (-2.3831, -1.2707, -1.5766)
H (1.7434, 1.1512, 0.8510)
H (-1.6801, 1.9788, -1.0544)
H (1.7605, -1.9157, 0.5646)
H (0.1874, -2.1833, 1.3772)
H (0.2358, -2.2007, -0.4860)
H (0.0989, 2.7910, 0.3659)

Values from the calculation:
* highest occupied orbital energy: -8.40 eV
* structure (SMILES): Cc1c[nH]cc1I
* HOMO-LUMO gap: 8.956 eV
* multiplicity: 1
* LUMO level: 0.6 eV

---

Q.
This record from the Open Molecules 2025 dataset describes an isolated molecule of C5H6IN. The level of theory is wB97M-V/def2-TZVPD.

Element x y z (Å)
C (0.7019, -0.8348, -0.0334)
C (1.2138, -1.1313, 1.1621)
C (-0.2893, 0.2402, 0.2604)
C (0.6410, -0.2314, 2.2069)
C (-0.9124, 1.1035, -0.8107)
N (-0.3184, 0.6298, 1.4778)
I (2.0758, 1.1792, 3.0683)
H (0.8673, -1.3014, -0.9464)
H (2.0068, -1.7864, 1.4539)
H (0.3308, -0.6481, 3.1154)
H (-0.8931, 2.1657, -0.4953)
H (-2.0170, 0.9024, -0.9775)
H (-0.2672, 0.8562, -1.6968)

Values from the calculation:
* highest occupied orbital energy: -9.30 eV
* structure (SMILES): CC1=N[C@H](I)C=C1
* HOMO-LUMO gap: 8.918 eV
* multiplicity: 1
* LUMO level: -0.4 eV

---

Which structure wins on stability? Q wins.

---

P.
This record from the Open Molecules 2025 dataset describes a structure of composition C8H8N2O3S. The level of theory is wB97M-V/def2-TZVPD.

Element x y z (Å)
O (0.7567, -2.8091, -2.5788)
N (1.5779, -0.1660, -0.6282)
N (-0.3145, -3.8700, -1.2641)
O (1.9067, 1.1960, -0.4855)
O (0.9579, -4.0316, -0.3969)
C (0.3196, -0.2011, -0.3587)
C (-0.2631, 3.6044, 1.3019)
C (-1.3765, 2.7077, 1.4671)
C (0.8754, 3.1019, 0.7068)
C (-1.2353, 1.3340, 0.9409)
C (0.8691, 1.8355, 0.1074)
C (-0.1291, 0.9960, 0.2001)
C (-0.2564, -1.5713, -0.3084)
S (0.8796, -2.6596, -1.1131)
H (-0.3107, -3.8731, -2.3221)
H (0.0550, -4.2720, -0.4759)
H (-0.2788, 4.6422, 1.5388)
H (-2.1224, 3.2064, 2.0671)
H (1.6519, 3.7698, 0.6774)
H (-2.0116, 0.5544, 1.1041)
H (-0.4109, -1.8816, 0.7659)
H (-1.1405, -1.6129, -0.9458)

Values from the calculation:
* highest occupied orbital energy: -7.83 eV
* HOMO-LUMO gap: 7.378 eV
* multiplicity: 1
* LUMO level: -0.5 eV

---

Q.
This record from the Open Molecules 2025 dataset describes a cluster of 2 separate species, C8H8N2O3S in total. The level of theory is wB97M-V/def2-TZVPD.

Element x y z (Å)
C (-1.6120, -2.2477, -1.8925)
C (-2.5556, 1.0208, -0.5824)
C (-1.5249, 0.1681, -0.8774)
C (-0.2558, 1.8442, -0.1334)
C (-1.8682, -1.0912, -1.4108)
C (-0.6855, -2.0431, 1.2406)
C (0.9859, 2.7219, 0.0114)
C (0.1950, -2.5746, 0.2264)
N (-0.2516, 0.7021, -0.6481)
N (1.0919, -1.7704, -0.3113)
O (-1.4543, -3.0105, 1.7390)
O (-1.6301, -3.1746, -2.6087)
O (-0.7019, -0.8892, 1.5850)
S (-1.9274, 2.4658, 0.1438)
H (-3.5462, 0.9422, -0.9440)
H (1.7608, 2.1231, -0.2881)
H (0.8656, 3.6423, -0.5355)
H (1.0630, 3.1161, 0.9707)
H (0.3369, -3.6476, 0.0201)
H (-2.0024, -2.6578, 2.4248)
H (1.7852, -1.9541, -1.0594)
H (0.7212, -0.6877, -0.3034)

Values from the calculation:
* highest occupied orbital energy (alpha / beta): -7.85 / -6.82 eV
* HOMO-LUMO gap (alpha / beta): 7.754 / 5.254 eV
* multiplicity: 1
* LUMO level (alpha / beta): -0.1 / -1.6 eV

---

Which structure wins on stability? Q wins.